{
  "formula": "C33H23Cl3N8O3SY",
  "method": "ωB97M-V/def2-TZVPD",
  "elements": ["Y", "C", "O", "C", "C", "C", "C", "C", "C", "N", "N", "C", "C", "C", "C", "O", "C", "N", "C", "C", "C", "C", "H", "H", "H", "H", "H", "H", "H", "H", "H", "H", "H", "H", "O", "N", "C", "C", "N", "C", "N", "N", "S", "C", "C", "C", "C", "C", "C", "C", "C", "C", "C", "C", "C", "H", "H", "H", "H", "H", "H", "H", "H", "H", "H", "H", "Cl", "C", "Cl", "Cl", "C", "N"],
  "xyz": [[1.196247, -0.134638, 0.646312], [-3.657918, 6.997874, -1.829112], [-3.736969, 5.582159, -1.897862], [-4.179388, 4.923290, -0.803350], [-4.585511, 5.537949, 0.376561], [-5.033731, 4.746491, 1.425581], [-5.031581, 3.362536, 1.336016], [-4.656241, 2.752942, 0.137300], [-4.240202, 3.531251, -0.921011], [-5.518948, 2.712240, 2.520158], [-5.088159, 1.633427, 2.937430], [-3.944533, 0.995108, 2.321891], [-4.115936, -0.229581, 1.747673], [-3.038065, -0.907706, 1.144435], [-1.774573, -0.371640, 1.141389], [-0.728096, -0.987229, 0.584871], [-1.568019, 0.876903, 1.811729], [-0.288531, 1.375777, 1.856502], [-0.068229, 2.503943, 2.501181], [-1.070338, 3.221735, 3.162557], [-2.351101, 2.744275, 3.125877], [-2.643299, 1.555611, 2.423039], [-3.243461, 7.321703, -2.778715], [-3.000234, 7.316997, -1.017162], [-4.647242, 7.440723, -1.696066], [-4.587656, 6.612268, 0.482822], [-5.394030, 5.202341, 2.338988], [-4.702535, 1.680000, 0.010586], [-3.960701, 3.082786, -1.865072], [-5.103014, -0.673124, 1.731101], [-3.195023, -1.865189, 0.666511], [0.954250, 2.866003, 2.515692], [-0.818212, 4.128780, 3.691978], [-3.144110, 3.264265, 3.643786], [1.465887, 0.516585, -1.366910], [2.752986, 0.328639, -1.120379], [3.561425, 0.276721, -2.122008], [3.110356, 0.429583, -3.474507], [2.744975, 0.545005, -4.556112], [4.945040, 0.038627, -1.827573], [6.050746, -0.161458, -1.592723], [2.036050, -2.289457, 0.700676], [2.992344, -3.052779, -0.344112], [2.138752, -3.247403, -1.908968], [2.830260, -3.931043, -2.906643], [2.264142, -4.051966, -4.161836], [1.014703, -3.495071, -4.417861], [0.340006, -2.818404, -3.417559], [0.900502, -2.685990, -2.149871], [3.101330, -4.747621, 0.154778], [1.984402, -5.575232, 0.141780], [2.119557, -6.879723, 0.579337], [3.357466, -7.345528, 1.013432], [4.464712, -6.512330, 1.016240], [4.339756, -5.197459, 0.586593], [1.280317, -2.902636, 1.009770], [3.803724, -4.363169, -2.705707], [2.798591, -4.577129, -4.941671], [0.574137, -3.588727, -5.401024], [-0.629103, -2.380180, -3.613899], [0.341147, -2.141451, -1.401686], [1.030327, -5.213573, -0.223661], [1.264866, -7.542269, 0.575009], [3.454921, -8.370083, 1.346562], [5.424522, -6.881025, 1.350641], [5.193929, -4.532206, 0.585401], [5.789148, 2.255157, 1.123436], [4.195306, 2.609010, 1.758019], [4.257798, 3.639786, 3.185088], [3.153561, 3.325496, 0.510637], [3.543934, 1.340767, 2.143953], [2.972562, 0.378266, 2.399744]],
  "forces_ev_per_a": [[0.059, -0.398, 0.636], [-0.019, -0.012, -0.015], [0.031, 0.017, 0.039], [-0.003, 0.001, -0.071], [-0.022, -0.069, 0.038], [0.045, 0.049, -0.077], [0.083, 0.142, 0.330], [0.063, -0.072, -0.108], [-0.019, 0.011, 0.020], [-0.241, -0.002, -0.220], [0.460, -0.086, 0.068], [-0.341, 0.027, 0.112], [0.201, -0.141, -0.083], [-0.078, 0.080, 0.009], [-0.003, -0.009, 0.081], [0.020, 0.183, 0.131], [-0.090, -0.052, -0.014], [-0.053, -0.197, -0.018], [0.036, 0.017, 0.030], [0.047, -0.015, -0.025], [-0.073, -0.037, -0.090], [-0.096, 0.045, 0.001], [-0.005, -0.001, -0.002], [0.002, 0.003, -0.005], [0.001, 0.004, 0.011], [0.007, 0.003, -0.014], [0.001, -0.002, 0.001], [-0.022, 0.077, 0.034], [-0.005, 0.004, 0.000], [-0.023, 0.026, 0.009], [0.005, -0.013, 0.003], [-0.005, 0.018, 0.002], [-0.007, -0.002, 0.007], [-0.065, 0.045, -0.001], [0.294, 0.299, -0.627], [-0.098, -0.156, -0.169], [-0.075, 0.067, 0.161], [0.005, 0.020, -0.033], [0.004, -0.021, -0.004], [0.048, -0.024, -0.099], [-0.011, 0.007, 0.047], [-0.231, -0.184, -0.048], [0.011, 0.195, -0.112], [0.094, -0.085, -0.042], [0.038, 0.057, 0.000], [-0.030, 0.000, -0.001], [0.035, -0.020, 0.007], [-0.003, 0.005, 0.004], [-0.142, 0.069, -0.142], [0.077, -0.033, 0.145], [-0.016, 0.007, -0.035], [0.025, -0.031, 0.016], [-0.012, -0.004, -0.002], [-0.022, 0.015, -0.010], [0.012, -0.020, 0.027], [-0.004, -0.038, -0.085], [0.004, 0.005, 0.017], [-0.008, -0.002, -0.003], [0.001, 0.010, -0.002], [0.002, 0.002, -0.003], [0.057, -0.073, 0.196], [0.006, 0.012, -0.002], [-0.010, 0.012, -0.006], [0.003, 0.001, 0.002], [0.002, 0.002, -0.001], [-0.005, 0.005, -0.002], [0.003, 0.007, -0.002], [0.034, -0.123, 0.142], [0.029, -0.004, -0.032], [-0.014, 0.010, -0.018], [0.094, 0.161, -0.017], [-0.088, 0.205, -0.084]],
  "spin_multiplicity": 1,
  "charge": 1,
  "de_lowest_ev": 0.000,
  "e_homo_ev": -10.0,
  "fmax_ev_per_a": 0.8,
  "homo_lumo_gap_ev": 6.684
}

---

{
  "formula": "Br2OS2",
  "method": "ωB97M-V/def2-TZVPD",
  "elements": ["Br", "S", "O", "S", "Br"],
  "xyz": [[-1.610202, -0.934091, 0.994192], [0.115954, -1.531593, -0.123493], [0.222249, -0.269020, -1.146437], [-0.108045, 1.256525, -0.616427], [1.380044, 1.478179, 0.892166]],
  "forces_ev_per_a": [[-0.669, -0.503, 0.539], [0.146, -0.733, 0.505], [-0.112, 0.830, -0.879], [0.071, 0.078, -0.763], [0.564, 0.328, 0.598]],
  "spin_multiplicity": 1,
  "de_lowest_ev": 0.000,
  "e_homo_ev": -9.1,
  "fmax_ev_per_a": 1.2,
  "smiles": "BrSOSBr",
  "homo_lumo_gap_ev": 8.640
}

---

{
  "formula": "C12H48O18",
  "method": "ωB97M-V/def2-TZVPD",
  "elements": ["O", "C", "C", "O", "H", "H", "H", "H", "H", "H", "O", "C", "C", "O", "H", "H", "H", "H", "H", "H", "O", "C", "C", "O", "H", "H", "H", "H", "H", "H", "O", "C", "C", "O", "H", "H", "H", "H", "H", "H", "O", "C", "C", "O", "H", "H", "H", "H", "H", "H", "O", "C", "C", "O", "H", "H", "H", "H", "H", "H", "O", "H", "H", "O", "H", "H", "O", "H", "H", "O", "H", "H", "O", "H", "H", "O", "H", "H"],
  "xyz": [[0.543551, 2.386641, 5.110795], [-0.689449, 2.838641, 4.582795], [-0.544449, 2.884641, 3.028795], [-0.671449, 1.537641, 2.557795], [0.614551, 1.444641, 4.885795], [-1.458449, 2.098641, 4.832795], [-0.942449, 3.755641, 5.077795], [0.342551, 3.364641, 2.595795], [-1.365449, 3.437641, 2.565795], [0.157551, 1.043641, 2.621795], [-1.213449, -6.260359, 1.510795], [-0.891449, -5.118359, 0.800795], [-2.189449, -4.628359, 0.122795], [-1.838449, -3.586359, -0.742205], [-1.130449, -6.951359, 0.882795], [-0.496449, -4.400359, 1.498795], [-0.111449, -5.425359, 0.090795], [-2.949449, -4.267359, 0.790795], [-2.655449, -5.467359, -0.451205], [-1.816449, -2.759359, -0.278205], [-3.446449, -1.946359, -2.627205], [-2.717449, -0.675359, -2.686205], [-2.960449, 0.029641, -4.061205], [-2.165449, 1.227641, -4.094205], [-3.590449, -2.145359, -1.681205], [-3.011449, -0.052359, -1.846205], [-1.724449, -0.914359, -2.616205], [-3.989449, 0.294641, -4.266205], [-2.773449, -0.617359, -4.854205], [-2.529449, 1.807641, -4.803205], [1.047551, -1.486359, -3.587205], [2.004551, -2.299359, -2.873205], [1.158551, -3.123359, -1.963205], [1.895551, -4.166359, -1.293205], [0.566551, -2.192359, -4.130205], [2.491551, -2.866359, -3.607205], [2.735551, -1.790359, -2.330205], [0.308551, -3.606359, -2.476205], [0.748551, -2.425359, -1.231205], [2.236551, -4.864359, -1.862205], [4.912551, 3.168641, 2.450795], [4.175551, 2.030641, 1.915795], [2.816551, 1.933641, 2.584795], [2.133551, 0.787641, 2.102795], [4.650551, 4.022641, 1.999795], [4.058551, 2.274641, 0.891795], [4.715551, 1.048641, 1.995795], [2.289551, 2.877641, 2.399795], [3.026551, 1.860641, 3.603795], [2.215551, 0.698641, 1.157795], [-1.154449, 2.690641, -1.255205], [-0.350449, 3.214641, -0.291205], [0.715551, 4.146641, -0.800205], [1.625551, 4.487641, 0.291795], [-0.693449, 2.057641, -1.786205], [-0.817449, 3.778641, 0.503795], [0.181551, 2.454641, 0.216795], [0.193551, 5.060641, -1.094205], [1.165551, 3.940641, -1.725205], [1.203551, 5.042641, 0.964795], [0.370551, -0.086359, -0.226205], [-0.383449, -0.500359, 0.243795], [-0.066449, 0.190641, -0.989205], [0.129551, -1.351359, 2.525795], [0.742551, -1.823359, 1.928795], [-0.101449, -2.047359, 3.154795], [0.148551, 0.882641, -2.894205], [0.492551, 0.017641, -2.992205], [-0.693449, 1.031641, -3.349205], [-2.717449, 1.448641, 0.730795], [-2.254449, 1.866641, 0.006795], [-2.223449, 1.695641, 1.567795], [-1.943449, -1.232359, 0.702795], [-1.348449, -1.287359, 1.470795], [-2.382449, -0.355359, 0.680795], [2.997551, -0.161359, -0.341205], [3.215551, 0.149641, -1.245205], [1.974551, -0.131359, -0.299205]],
  "forces_ev_per_a": [[0.253, -0.490, 0.342], [0.773, -0.701, -1.253], [-0.970, -0.273, 0.465], [-0.215, 0.422, 0.192], [0.109, 0.403, 0.160], [-0.212, 0.238, -0.284], [0.036, 0.708, -0.038], [0.160, -0.193, 0.783], [-0.334, -0.055, 0.236], [0.435, 0.064, -0.272], [-0.225, -0.712, 1.942], [-0.969, -0.205, -0.784], [1.138, -0.176, -0.695], [-0.085, -0.509, -1.619], [-0.081, -1.308, -0.462], [0.200, 0.558, 0.160], [-0.178, 0.957, -0.280], [-0.221, -0.123, 0.918], [0.495, 0.590, 0.229], [-0.113, 0.863, 0.671], [0.043, 1.299, 0.125], [-3.167, -0.449, -0.956], [-0.731, 0.627, 2.019], [-0.808, 0.265, -1.013], [0.290, -0.015, -0.773], [-0.049, 0.363, -0.071], [2.737, -0.378, 0.227], [-0.555, 0.151, 0.730], [1.162, -1.337, -1.378], [0.615, -0.592, 0.909], [-0.209, -1.399, -1.125], [-2.033, -0.632, -0.689], [0.135, -1.703, 0.431], [-0.057, 0.666, 0.756], [0.655, 1.894, 1.002], [0.991, -1.163, -0.969], [0.825, 1.470, 0.755], [0.174, 0.442, -0.064], [0.012, -0.470, 0.305], [-0.305, 0.410, -0.386], [-0.176, 0.407, -0.159], [0.441, 0.829, 0.322], [0.786, 0.251, -2.130], [-0.755, 0.182, 1.665], [0.201, -1.844, 0.577], [-0.308, -0.361, -1.321], [-0.094, 1.214, 0.228], [-0.120, -0.245, -0.020], [-0.225, -0.423, 1.860], [0.466, 0.333, -0.490], [-2.625, 0.788, -0.244], [2.526, 0.389, 0.600], [-1.274, 2.765, 1.670], [0.130, -0.613, -0.858], [0.979, -0.741, -0.541], [-1.159, -0.010, -0.168], [0.540, -1.224, 0.760], [-0.143, 0.389, 0.119], [1.516, -1.263, -0.709], [-0.182, -0.186, -0.621], [0.265, -0.957, 2.205], [0.391, 0.003, 0.086], [-0.729, 1.111, -2.636], [0.176, -0.920, -0.298], [-0.024, 0.537, 0.261], [-0.070, 0.169, 0.186], [-0.223, 2.574, 1.316], [0.281, -1.727, -0.796], [0.079, -0.464, -0.681], [-0.215, -0.248, 1.763], [0.381, 0.433, -0.618], [-0.444, -0.659, -1.470], [-0.066, -0.259, -0.344], [-0.313, 0.251, 0.373], [0.083, 0.215, 0.354], [-1.225, 0.308, -0.833], [-0.205, -0.132, 0.875], [1.616, -0.376, -0.531]],
  "spin_multiplicity": 1,
  "de_lowest_ev": 1.368,
  "e_homo_ev": -9.6,
  "fmax_ev_per_a": 3.5,
  "smiles": "OCCO.OCCO.OCCO.OCCO.OCCO.OCCO.O.O.O.O.O.O",
  "homo_lumo_gap_ev": 9.870
}

---

{
  "formula": "C7H28N6O9",
  "method": "ωB97M-V/def2-TZVPD",
  "elements": ["N", "C", "N", "O", "H", "H", "H", "H", "N", "C", "N", "O", "H", "H", "H", "H", "N", "C", "N", "O", "H", "H", "H", "H", "O", "C", "C", "O", "H", "H", "H", "H", "H", "H", "O", "C", "C", "O", "H", "H", "H", "H", "H", "H", "O", "H", "H", "O", "H", "H"],
  "xyz": [[4.259349, -0.499944, -2.420989], [3.858190, -0.961231, -1.180602], [2.709659, -0.401373, -0.689852], [4.489681, -1.821664, -0.577819], [5.241683, -0.643021, -2.584963], [3.885662, 0.356734, -2.794174], [2.078444, 0.072191, -1.312905], [2.416376, -0.685348, 0.224295], [-0.691166, 1.234447, -1.973872], [0.543235, 1.839486, -2.142008], [1.097531, 2.352373, -1.007625], [1.111315, 1.821657, -3.224330], [-1.058666, 1.137509, -1.044326], [-0.921974, 0.573704, -2.691026], [0.538408, 2.433837, -0.162407], [1.935317, 2.894667, -1.095108], [-2.328636, 3.862663, 2.388525], [-1.441672, 2.913316, 1.967015], [-1.761160, 1.607635, 2.286014], [-0.468180, 3.187228, 1.277472], [-1.989439, 4.807129, 2.402140], [-3.137222, 3.579113, 2.910075], [-2.025808, 1.491979, 3.249931], [-1.332295, 0.862219, 1.753153], [-4.344498, -0.060081, 0.713244], [-3.839526, 0.810665, -0.284090], [-4.255990, 0.297428, -1.632905], [-3.242069, -0.561528, -2.159490], [-3.875487, 0.126249, 1.532719], [-4.189340, 1.836961, -0.123477], [-2.745043, 0.870566, -0.287384], [-4.449821, 1.109356, -2.345066], [-5.217171, -0.223619, -1.560362], [-3.445383, -0.724802, -3.085121], [2.513617, -4.841209, 2.151234], [2.018941, -3.649752, 1.524375], [2.534865, -2.403930, 2.217313], [1.424374, -1.528928, 2.563623], [3.472850, -4.773704, 2.097536], [2.329651, -3.662729, 0.476341], [0.932537, -3.673594, 1.560556], [3.334616, -1.884228, 1.687384], [2.918582, -2.669427, 3.208490], [1.622658, -0.961706, 3.311783], [-0.013993, -1.502637, -2.104497], [-0.888126, -1.197074, -1.816373], [-0.069577, -1.513915, -3.063583], [-0.218416, -0.294942, 0.684463], [0.392314, -0.738910, 1.303964], [0.290801, -0.199818, -0.127290]],
  "forces_ev_per_a": [[0.044, -0.127, 0.252], [-0.018, -0.161, -0.001], [0.572, -0.007, -0.377], [-0.080, 0.375, 0.023], [-0.048, -0.143, -0.126], [-0.153, 0.063, 0.117], [-0.009, 0.065, 0.139], [-0.140, -0.102, -0.064], [0.611, 1.171, -0.038], [-0.141, -0.418, 0.062], [-0.543, -0.214, 0.078], [0.194, -0.002, -0.085], [-0.108, -0.189, -0.144], [-0.265, 0.157, 0.152], [0.226, 0.260, -0.037], [0.005, 0.085, -0.088], [0.434, -0.445, 0.155], [0.328, -0.476, -0.752], [-0.850, 0.799, 0.442], [-0.210, 0.257, -0.005], [-0.203, 0.091, 0.046], [-0.031, 0.251, 0.074], [-0.103, -0.535, -0.120], [0.585, -0.010, 0.230], [0.208, 0.020, 0.031], [0.135, 0.234, -0.035], [-0.525, 0.157, -0.696], [0.125, -0.072, 0.030], [0.027, 0.018, 0.005], [-0.186, -0.067, -0.070], [-0.179, -0.200, 0.239], [0.320, 0.176, 0.218], [0.147, -0.188, 0.255], [-0.046, -0.102, 0.038], [-0.108, 0.449, -0.037], [0.389, -0.318, -0.347], [-0.214, 0.420, 1.788], [-0.337, 0.119, -0.974], [0.011, -0.267, 0.011], [-0.105, 0.162, -0.036], [-0.015, -0.047, 0.143], [-0.206, 0.043, -0.265], [0.365, -0.492, -0.327], [0.348, -0.073, -0.014], [-0.229, -0.117, 0.149], [0.084, -0.369, 0.039], [0.143, -0.090, -0.121], [0.014, 0.014, 0.040], [-0.146, -0.074, 0.143], [-0.118, -0.082, -0.142]],
  "spin_multiplicity": 1,
  "de_lowest_ev": 0.000,
  "e_homo_ev": -9.6,
  "fmax_ev_per_a": 1.8,
  "smiles": "NC(N)=O.NC(N)=O.NC(N)=O.OCCO.OCCO.O.O",
  "homo_lumo_gap_ev": 9.808
}

---

Table of E_tot (Eh), in record order: -3751.95736 -6019.59273 -1840.17816 -1289.29492